Entry 1:
Below is 2 unconnected molecules or ions with the total composition C5H9NO, with properties calculated with the ωB97M-V functional and the def2-TZVPD basis.

Output
Relative energy (zero: lowest compared OMol25 entry of this formula, charge and spin), kJ/mol: 82.77
Orbital gap, eV: 8.371
Electronic energy, eV: -8868.3548
SMILES: Cc1cc[nH]c1.O

```
16
C5H9NO, DFT the ωB97M-V functional and the def2-TZVPD basis
C -0.6934 -0.8796 -2.5846
C -0.0945 -0.6022 -1.2269
C -0.8612 -0.4972 -0.0842
N -0.0645 -0.1399 0.9584
C 1.2151 0.0086 0.4967
C 1.2209 -0.2458 -0.8497
H -1.7070 -0.4925 -2.6263
H -0.6121 -1.9466 -2.7964
H -0.0954 -0.3663 -3.3303
H -1.9209 -0.6779 -0.0020
H -0.3606 0.2982 1.8217
H 2.0202 0.3230 1.1417
H 2.0652 -0.2250 -1.5168
H -0.0874 2.5221 3.2015
H 0.3482 1.2927 3.9772
O -0.3726 1.6282 3.4200
```

***

Entry 2:
Below is a molecular structure, C4H8O2, with properties calculated with the ωB97M-V functional and the def2-TZVPD basis.

Output
Relative energy (zero: lowest compared OMol25 entry of this formula, charge and spin), kJ/mol: 477.54
Orbital gap, eV: 8.554
Electronic energy, eV: -8368.3324

```
14
C4H8O2, DFT the ωB97M-V functional and the def2-TZVPD basis
C -2.0265 1.1642 -0.5797
C -0.7487 -1.1710 0.2484
C 0.2160 -0.0757 -0.0170
O -0.1974 1.0678 -0.2595
C 1.6947 -0.3953 0.0589
O 2.5936 0.6600 -0.1176
H -2.3521 1.3025 0.4783
H -1.6278 -0.9275 -0.3724
H -1.9705 2.1996 -0.9526
H -0.3457 -2.1729 0.0721
H -1.0637 -1.0675 1.2968
H 1.8456 -0.8818 1.0409
H 1.8894 -1.1851 -0.6887
H 2.0930 1.4827 -0.2080
```

***

Entry 3:
Below is 2 unconnected molecules or ions with the total composition C20H20N, with properties calculated with the ωB97M-V functional and the def2-TZVPD basis.

Output
Net charge: +1
Relative energy (zero: lowest compared OMol25 entry of this formula, charge and spin), kJ/mol: 0.00
Orbital gap, eV: 5.054
Electronic energy, eV: -22547.7137

```
41
C20H20N, DFT the ωB97M-V functional and the def2-TZVPD basis
C 4.4881 -1.0723 -0.4894
C 3.0735 -1.2955 -0.9344
C 2.0258 -1.2570 -0.0046
C 0.7245 -1.5190 -0.4393
C 0.4730 -1.7714 -1.8230
N -0.8825 -2.0157 -1.9642
C -1.4935 -1.9417 -0.7320
C -0.5372 -1.6424 0.2226
C 1.5081 -1.8216 -2.7458
C 2.8049 -1.5795 -2.2846
H 5.1581 -1.0766 -1.3533
H 4.5963 -0.1132 0.0309
H 4.8159 -1.8597 0.2014
H 2.1997 -1.0635 1.0591
H -1.3466 -2.2688 -2.8287
H -2.5559 -2.1209 -0.6192
H -0.6555 -1.5689 1.2931
H 1.2862 -2.0420 -3.7873
H 3.6449 -1.6042 -2.9759
C -2.6564 0.3784 2.0617
C -2.3184 -0.3108 3.4361
C -0.8698 0.0241 3.6493
C -0.3403 0.6807 2.5451
C -1.3487 0.9254 1.5807
C -1.1788 1.6832 0.3777
C 0.0515 2.3580 0.1397
C 0.2546 3.0586 -1.0452
C -0.7385 3.0742 -2.0356
C -1.9725 2.4520 -1.7979
C -2.2016 1.7736 -0.6064
H -3.0997 -0.3383 1.3537
H -3.3895 1.1859 2.2151
H -2.9800 0.0676 4.2256
H -2.4831 -1.3975 3.3518
H -0.3270 -0.2240 4.5621
H 0.7048 0.9513 2.3969
H 0.8314 2.3413 0.9089
H 1.2010 3.5860 -1.1905
H -0.5466 3.5820 -2.9821
H -2.7562 2.4916 -2.5538
H -3.1639 1.2909 -0.4184
```

***

The lowest orbital gap belongs to which entry? C20H20N